ORCA calculation (wB97M-V/def2-TZVPD) on C5H5N3O in the gas phase.

The geometry in XYZ format:
```
14
Properties=species:S:1:pos:R:3
C 2.061 -0.233 -0.389
C 0.626 0.075 -0.150
C 0.064 1.219 0.115
N -1.207 1.213 0.618
C -2.136 0.393 0.331
N -2.332 -0.628 -0.819
N -1.184 -1.318 -0.872
C -0.242 -0.955 0.329
O -0.109 -1.614 1.452
H 2.095 -0.771 -1.361
H 2.419 0.634 -0.686
H 2.220 -0.534 0.525
H 0.700 2.129 -0.027
H -2.975 0.390 0.933
```

Values from the calculation:
- HOMO energy (eV) = -9.359
- energy relative to the best compared isomer or geometry (same formula, charge and spin) (kcal/mol) = 136.19
- molar mass (g mol⁻¹) = 123.1
- calculated total energy (Eh) = -432.826711
- SMILES = Cc1cncnnc1=O
- strongest force on any atom (eV/Å) = 7.26

Atom charges from the Löwdin analysis, given in e for atoms 1 to 6: C 0.0274; C -0.2639; C -0.0965; N 0.1003; C -0.1476; N 0.0949

ORCA calculation (wB97M-V/def2-TZVPD) on C2H4N2OS in the gas phase.

The geometry in XYZ format:
```
10
Properties=species:S:1:pos:R:3
O -2.347 0.320 0.134
N -1.666 -0.878 -0.015
C -0.413 -0.705 -0.118
C 0.224 0.588 -0.124
N 1.478 0.829 -0.062
S 2.602 -0.423 0.039
H -3.293 0.008 0.135
H 0.214 -1.583 -0.198
H -0.424 1.472 -0.225
H 3.626 0.371 0.436
```

Values from the calculation:
- HOMO energy (eV) = -8.974
- energy relative to the best compared isomer or geometry (same formula, charge and spin) (kcal/mol) = 85.66
- molar mass (g mol⁻¹) = 104.1
- calculated total energy (Eh) = -661.449028
- SMILES = O/N=C\C=N/S
- strongest force on any atom (eV/Å) = 1.81

Atom charges from the Löwdin analysis, given in e for atoms 1 to 6: O -0.0787; N -0.0018; C -0.1843; C -0.2744; N -0.3759; S 0.7216

ORCA calculation (wB97M-V/def2-TZVPD) on C7H13NO2 in the gas phase.

The geometry in XYZ format:
```
23
Properties=species:S:1:pos:R:3
C -0.353 0.753 0.169
C -0.629 1.298 -1.239
C -1.642 0.836 0.973
C 0.819 1.528 0.761
C -0.073 -1.049 -0.348
N 1.554 -2.123 -1.620
C 0.347 -1.171 1.803
C 0.450 -2.104 0.999
O 1.115 -0.860 -1.068
O -1.087 -1.531 -0.855
H 0.854 -2.361 -2.325
H 2.413 -1.871 -2.101
H 0.230 -0.448 2.577
H 0.713 -3.112 0.770
H 0.268 1.305 -1.857
H -1.391 0.707 -1.744
H -0.988 2.327 -1.146
H -2.400 0.182 0.538
H -1.527 0.576 2.026
H -2.030 1.858 0.959
H 1.016 1.308 1.810
H 0.610 2.601 0.723
H 1.732 1.350 0.196
```

Values from the calculation:
- HOMO energy (alpha / beta) (eV) = -8.253 / -8.253
- energy relative to the best compared isomer or geometry (same formula, charge and spin) (kcal/mol) = 177.11
- molar mass (g mol⁻¹) = 143.2
- calculated total energy (Eh) = -479.514294
- strongest force on any atom (eV/Å) = 5.56

Atom charges from the Löwdin analysis, given in e for atoms 1 to 6: C -0.4591; C -0.0762; C -0.0707; C -0.0717; C -0.5957; N 0.0706

ORCA calculation (wB97M-V/def2-TZVPD) on C4H6N2O in the gas phase.

The geometry in XYZ format:
```
13
Properties=species:S:1:pos:R:3
N 1.471 0.977 -0.749
C 0.406 0.201 -0.439
C -0.548 -0.382 -1.212
C -1.471 -1.008 -0.288
N -1.224 -0.820 0.967
C 0.085 -0.180 0.979
O 0.415 0.735 1.974
H 1.809 1.040 -1.691
H 2.026 1.360 -0.005
H -0.634 -0.364 -2.290
H -2.327 -1.605 -0.587
H 0.451 -1.177 1.265
H -0.345 1.318 2.089
```

Values from the calculation:
- HOMO energy (eV) = -8.203
- energy relative to the best compared isomer or geometry (same formula, charge and spin) (kcal/mol) = 40.29
- molar mass (g mol⁻¹) = 98.1
- calculated total energy (Eh) = -340.730696
- SMILES = NC1=CC=N[C@@H]1O
- strongest force on any atom (eV/Å) = 1.85

Atom charges from the Löwdin analysis, given in e for atoms 1 to 6: N 0.1395; C -0.2790; C -0.0320; C -0.1821; N 0.0585; C -0.4035

- Among the records above, which one has the lowest molar mass?
  C4H6N2O